# 1
{"formula": "C3H11NS", "method": "ωB97M-V/def2-TZVPD", "symbols": ["S", "N", "C", "C", "C", "H", "H", "H", "H", "H", "H", "H", "H", "H", "H", "H"], "coordinates": [[-4.052, -1.950, 2.132], [4.249, 1.477, -2.784], [4.251, 2.109, -1.449], [-3.458, -0.395, 2.672], [3.013, 0.708, -3.038], [2.876, 0.488, -4.088], [-3.636, -2.812, 3.114], [-3.887, 0.401, 2.072], [4.105, 3.191, -1.468], [4.849, 0.678, -2.608], [3.401, 1.751, -0.846], [5.170, 1.839, -0.933], [-3.747, -0.314, 3.725], [-2.360, -0.388, 2.574], [2.904, -0.155, -2.362], [2.161, 1.329, -2.698]], "atomic_forces_ev_per_a": [[-0.326, -0.632, -0.456], [0.060, -1.325, 0.614], [-0.896, -0.108, 0.089], [0.311, -0.049, 0.558], [-1.235, 1.478, 1.194], [0.119, -0.307, -0.087], [0.065, 0.544, -0.137], [-0.142, -0.111, -0.165], [0.362, -0.007, -0.321], [0.877, 0.414, -0.611], [0.207, -0.187, 0.115], [0.028, 0.342, 0.079], [0.236, 0.250, 0.023], [-0.147, -0.001, 0.176], [0.306, -0.271, -0.486], [0.175, -0.029, -0.586]], "s2": 0.753, "gap_ev": [6.25, 1.15], "total_energy_ev": -15604.1725, "total_charge": 1, "de_lowest_kj_mol": 254.70, "multiplicity": 2}

=====

# 2
{"formula": "C13H40O7", "method": "ωB97M-V/def2-TZVPD", "symbols": ["O", "O", "O", "O", "O", "O", "O", "C", "C", "C", "C", "C", "C", "C", "C", "C", "C", "C", "C", "C", "H", "H", "H", "H", "H", "H", "H", "H", "H", "H", "H", "H", "H", "H", "H", "H", "H", "H", "H", "H", "H", "H", "H", "H", "H", "H", "H", "H", "H", "H", "H", "H", "H", "H", "H", "H", "H", "H", "H", "H"], "coordinates": [[-1.262, -1.788, 2.974], [2.529, -0.389, -0.023], [1.963, -2.710, -3.994], [0.034, -0.082, 1.309], [4.428, -3.411, 2.869], [-2.973, 2.981, -2.884], [-3.897, 1.473, -0.686], [-0.953, 0.735, 0.660], [3.141, -3.371, 3.364], [1.082, -0.484, -4.088], [1.494, -1.662, -3.164], [-2.169, 4.157, -2.614], [3.063, -4.053, 4.736], [-1.169, -1.056, 4.166], [2.720, -1.890, 3.427], [-4.568, 0.343, -1.285], [3.012, 0.924, -0.073], [0.354, -2.187, -2.342], [-3.193, 5.222, -2.348], [-1.202, 3.900, -1.471], [-1.584, -2.663, 3.202], [-5.630, 0.440, -1.063], [-1.842, 3.490, -0.690], [-1.848, 0.131, 0.513], [3.851, -3.678, 5.389], [-4.356, -0.648, -0.883], [-4.442, 0.353, -2.368], [1.936, 0.065, -4.486], [1.792, -0.372, 0.592], [-2.706, 6.149, -2.046], [-0.430, 3.163, -1.695], [-0.447, -2.660, -2.911], [-1.172, 1.656, 1.200], [0.276, -0.656, -4.802], [2.271, -1.436, -2.433], [0.676, 0.328, -3.486], [2.075, -3.804, 5.123], [-0.056, -1.423, -1.682], [-3.634, 3.217, -3.539], [2.834, -1.481, 2.424], [3.753, 1.226, 0.667], [0.809, -2.949, -1.709], [2.505, -3.854, 2.622], [3.525, 1.093, -1.020], [-0.823, 4.766, -0.930], [-1.539, 4.366, -3.478], [-3.534, 1.959, -1.429], [3.403, -1.318, 4.055], [-0.741, -1.671, 4.958], [-3.850, 4.933, -1.528], [-0.627, -0.114, 4.080], [4.431, -2.924, 2.042], [-2.124, -0.646, 4.495], [2.629, -2.282, -4.537], [3.140, -5.135, 4.632], [2.222, 1.665, 0.053], [-0.411, -0.721, 1.871], [-3.881, 5.444, -3.164], [-0.586, 1.016, -0.328], [1.704, -1.673, 3.757]], "atomic_forces_ev_per_a": [[0.015, 0.022, -0.278], [0.511, -0.061, 0.067], [0.258, -0.374, -0.158], [0.336, 0.885, -0.350], [1.707, -0.408, -0.203], [0.988, -0.640, 0.173], [-0.228, -1.378, 0.010], [0.218, -0.779, -0.141], [-1.291, 0.988, 0.672], [0.158, 1.064, 1.654], [-0.925, 0.630, -1.012], [-0.170, 0.059, -0.623], [-0.203, 0.158, -1.019], [-0.427, 0.782, 1.232], [0.167, 0.052, -0.131], [-0.796, 0.830, 0.305], [0.344, 0.886, -0.335], [0.012, -0.514, 0.521], [0.100, 1.135, 0.775], [-1.389, -0.681, 1.099], [0.001, -0.044, -0.254], [-0.262, 0.191, -0.232], [0.050, -0.572, 0.255], [-0.202, 0.356, 0.020], [-0.091, 0.022, 0.020], [0.937, 0.168, 0.162], [0.088, -0.185, 0.009], [0.227, -0.570, -0.710], [-0.637, -0.214, 0.211], [-0.069, 0.202, -0.112], [0.003, 0.243, -0.123], [0.047, 0.153, -0.225], [-0.069, -0.093, 0.234], [0.448, -0.627, -0.220], [0.154, 0.736, -0.195], [-0.292, -0.016, 0.551], [0.075, -0.134, 0.345], [0.026, 0.072, -0.073], [0.008, 0.059, -0.068], [-0.141, 0.123, -0.124], [0.194, -0.591, 0.542], [-0.298, -0.187, 0.186], [-0.520, -0.352, 0.228], [-0.253, -0.069, -0.242], [0.312, 0.338, -0.827], [-0.316, 0.186, -0.432], [0.254, 0.380, -0.206], [0.095, -0.134, 0.201], [0.098, 0.197, 0.118], [0.184, -0.219, 0.221], [0.730, -0.432, -0.612], [0.166, 0.023, -0.142], [-0.527, -0.557, 0.081], [0.185, -0.334, -0.254], [0.105, 0.019, 0.114], [-0.299, 0.026, -0.292], [-0.159, -0.327, -0.027], [0.333, -0.107, -0.394], [0.125, -0.066, 0.000], [-0.094, -0.321, 0.007]], "gap_ev": 10.16, "total_energy_ev": -28459.6594, "de_lowest_kj_mol": 207.89}